No. 1
Below is a structure of composition C50H43N6O6P2SSn, with properties calculated with ωB97M-V with the def2-TZVPD basis set.

Summary:
highest occupied orbital energy	-4.1	eV
energy relative to the best compared isomer or geometry (same formula, charge and spin)	0.0	kJ/mol
Kohn-Sham gap	6.300	eV
net charge	-1

Each line ends with the Mulliken charge.
Positions of all 109 atoms, in Å:
1 Sn 1.0102 -0.2053 1.1942  0.24
2 N 3.3703 1.1131 0.4523  -0.34
3 C 3.2263 2.4012 1.1454  -0.57
4 C 2.6668 2.2299 2.5591  0.44
5 O 3.0292 3.0282 3.4337  -0.77
6 N 1.8146 1.2160 2.7113  0.19
7 C 1.2884 1.0223 4.0512  -0.57
8 C 0.1253 0.0360 4.0848  0.29
9 O -0.4541 -0.1746 5.1400  -0.72
10 O -0.1801 -0.5465 2.9596  -0.03
11 H 4.0752 0.5509 0.9163  0.16
12 H 3.6805 1.2579 -0.5012  0.24
13 H 2.5162 3.0131 0.5839  0.12
14 H 4.1591 2.9615 1.2330  0.29
15 H 0.9580 1.9689 4.4811  0.47
16 H 2.0604 0.6268 4.7225  0.23
17 N 0.5503 -7.1714 6.1932  -0.62
18 C 0.6209 -6.4925 4.9618  1.12
19 C 1.0981 -7.1295 3.8201  -0.81
20 C 1.1046 -6.4797 2.5926  -0.19
21 C 0.6438 -5.1765 2.4847  -0.38
22 C 0.1447 -4.5486 3.6223  -0.57
23 C 0.1462 -5.1868 4.8502  -0.89
24 S 0.2425 -4.2193 0.9414  0.29
25 O 0.7534 -5.5997 0.0077  -0.46
26 O -0.7795 -2.8338 -1.5307  -0.44
27 N 1.2187 -2.9089 1.2063  -0.27
28 C 2.3491 -2.8151 1.8934  0.40
29 N 3.1372 -3.8483 2.2951  -0.41
30 C 4.1849 -3.5692 3.0397  -0.29
31 C 4.5384 -2.2814 3.4394  -1.06
32 C 3.7433 -1.2707 2.9398  0.04
33 N 2.7074 -1.5128 2.1548  0.23
34 H 1.2300 -7.9058 6.3046  0.22
35 H 0.5305 -6.5595 6.9928  0.23
36 H 1.4691 -8.1475 3.8981  0.27
37 H 1.4887 -6.9845 1.7186  0.45
38 H -0.2316 -3.5316 3.5406  0.51
39 H -0.2308 -4.6807 5.7337  0.32
40 H 4.7854 -4.4266 3.3373  0.40
41 H 5.3822 -2.0834 4.0831  0.41
42 H 3.9404 -0.2242 3.1606  0.31
43 O -2.9214 0.6742 -3.6701  -0.21
44 C -3.6105 -0.5206 -3.8259  -1.29
45 C -4.1459 -0.7978 -5.0782  0.02
46 C -4.8940 -1.9435 -5.2734  -0.49
47 C -5.1145 -2.8053 -4.2123  -1.05
48 C -4.5325 -2.5521 -2.9821  0.32
49 C -3.7516 -1.4171 -2.7558  0.57
50 P -2.7746 -1.1234 -1.1875  0.58
51 C -2.0565 -2.8375 -1.0628  0.76
52 C -2.7679 -3.9089 -0.6928  -0.20
53 C -2.4135 -5.3134 -0.8165  -0.79
54 C -1.2586 -5.8731 -1.1791  -0.95
55 C 0.1035 -5.2401 -1.2250  0.34
56 C 0.1929 -3.7437 -1.0353  -0.96
57 C -4.0435 -1.2356 0.1278  0.30
58 C -3.5301 -1.1801 1.4282  -0.81
59 C -4.3816 -1.2024 2.5196  -0.72
60 C -5.7562 -1.2819 2.3255  -0.46
61 C -6.2730 -1.3087 1.0390  -0.70
62 C -5.4212 -1.2740 -0.0597  -0.06
63 C -3.6692 1.8245 -3.4851  0.42
64 C -5.0273 1.9156 -3.7798  -0.71
65 C -5.6861 3.1264 -3.6295  -0.84
66 C -5.0046 4.2476 -3.1906  -0.93
67 C -3.6630 4.1413 -2.8555  -0.22
68 C -2.9779 2.9381 -2.9863  0.60
69 P -1.2189 2.6853 -2.4786  0.61
70 C -0.3926 3.3180 -3.9986  0.28
71 C -0.6839 4.5248 -4.6338  -0.18
72 C 0.0133 4.9072 -5.7699  -0.77
73 C 0.9950 4.0790 -6.3005  -0.43
74 C 1.2684 2.8603 -5.6983  -0.56
75 C 0.5781 2.4842 -4.5530  -0.52
76 C -1.1127 4.0609 -1.2675  0.31
77 C -0.4563 5.2746 -1.4394  -0.26
78 C -0.4779 6.2312 -0.4301  -0.69
79 C -1.1497 5.9812 0.7558  -0.57
80 C -1.7720 4.7543 0.9527  -0.60
81 C -1.7480 3.7997 -0.0501  -0.55
82 H -3.9713 -0.1061 -5.8930  0.49
83 H -5.3015 -2.1624 -6.2527  0.40
84 H -5.7224 -3.6917 -4.3489  0.42
85 H -4.6713 -3.2613 -2.1814  0.54
86 H -3.7527 -3.7133 -0.2904  0.58
87 H -3.2417 -5.9929 -0.6336  0.32
88 H -1.2160 -6.9571 -1.2379  0.38
89 H 0.6935 -5.6391 -2.0521  0.35
90 H 1.1620 -3.3618 -1.3455  0.55
91 H -2.4594 -1.0932 1.5862  0.45
92 H -3.9677 -1.1359 3.5184  0.54
93 H -6.4234 -1.3048 3.1785  0.36
94 H -7.3457 -1.3458 0.8901  0.39
95 H -5.8329 -1.2776 -1.0619  0.42
96 H -5.5736 1.0442 -4.1049  0.40
97 H -6.7440 3.1817 -3.8550  0.38
98 H -5.5167 5.1965 -3.0905  0.40
99 H -3.1460 5.0069 -2.4592  0.42
100 H -1.4623 5.1674 -4.2412  0.38
101 H -0.2085 5.8556 -6.2450  0.39
102 H 1.5360 4.3807 -7.1890  0.37
103 H 2.0227 2.2062 -6.1187  0.39
104 H 0.7908 1.5376 -4.0689  0.44
105 H 0.0867 5.4800 -2.3524  0.50
106 H 0.0454 7.1685 -0.5735  0.41
107 H -1.1659 6.7284 1.5395  0.35
108 H -2.2656 4.5390 1.8921  0.44
109 H -2.2207 2.8348 0.1078  0.48


No. 2
Below is a structure of composition C50H44BiBrFN7O2S2Sb, with properties calculated with ωB97M-V with the def2-TZVPD basis set.

Summary:
highest occupied orbital energy	-9.9	eV
energy relative to the best compared isomer or geometry (same formula, charge and spin)	0.0	kJ/mol
Kohn-Sham gap	7.274	eV
net charge	+1

Each line ends with the Mulliken charge.
Positions of all 109 atoms, in Å:
1 Bi -0.0311 0.2490 -1.2616  3.18
2 Br -0.9467 2.0037 -4.9355  -0.08
3 C -0.8473 0.1155 -5.0027  0.13
4 C -1.1593 -0.4839 -6.2105  -0.73
5 C -1.1096 -1.8636 -6.2797  -0.45
6 C -0.7787 -2.5809 -5.1462  -1.05
7 C -0.4841 -1.8912 -3.9890  0.08
8 N -0.4890 -0.5473 -3.9095  0.32
9 C -0.1951 -2.6770 -2.7283  -0.06
10 O -0.3206 -3.8907 -2.7668  -0.70
11 O 0.1686 -2.0128 -1.6801  1.51
12 H -1.4352 0.1213 -7.0611  0.47
13 H -1.3392 -2.3694 -7.2096  0.45
14 H -0.7555 -3.6606 -5.1234  0.55
15 C 2.6792 3.8839 -3.1493  -1.19
16 C 2.5379 4.9642 -2.3000  -1.01
17 C 1.5798 4.9160 -1.3011  -1.06
18 C 0.7945 3.7834 -1.1761  1.42
19 N 0.9579 2.7134 -1.9730  0.65
20 C 1.8770 2.7778 -2.9382  -0.56
21 C -0.3126 3.7051 -0.1794  -0.40
22 C -0.8995 4.8450 0.3453  -0.90
23 C -1.9905 4.7135 1.1887  -1.30
24 C -2.4784 3.4495 1.4681  -0.83
25 C -1.8312 2.3636 0.9086  -0.77
26 N -0.7597 2.4812 0.1214  1.73
27 H 3.4127 3.8821 -3.9446  0.49
28 H 3.1732 5.8349 -2.4055  0.46
29 H 1.4660 5.7444 -0.6130  0.46
30 H 1.9827 1.8943 -3.5593  0.59
31 H -0.5361 5.8280 0.0722  0.50
32 H -2.4666 5.5934 1.6037  0.45
33 H -3.3418 3.3001 2.1050  0.60
34 H -2.1782 1.3551 1.1043  0.07
35 N -2.6804 3.6884 -2.5829  -0.22
36 C -3.4711 2.5570 -2.5959  0.07
37 N -3.1699 1.4496 -1.9906  0.49
38 C -4.1963 0.5276 -2.1408  -0.47
39 C -5.2409 0.9355 -2.8972  -0.44
40 S -4.9984 2.5567 -3.4078  -0.26
41 C -4.1255 -0.8001 -1.4999  -0.06
42 C -5.2253 -1.5212 -1.1950  -0.63
43 S -4.7756 -3.0432 -0.5447  -0.24
44 C -3.1105 -2.5795 -0.6685  -0.15
45 N -2.9034 -1.3882 -1.1703  0.33
46 N -2.1335 -3.3842 -0.1562  0.20
47 H -1.6974 3.5083 -2.4439  -0.15
48 H -2.8683 4.3708 -3.2980  0.31
49 H -6.1231 0.3863 -3.1911  0.49
50 H -6.2648 -1.2480 -1.3063  0.49
51 H -2.4022 -4.3228 0.0874  0.27
52 H -1.2288 -3.3436 -0.6154  -0.40
53 C -0.2613 -1.5251 5.0232  -1.19
54 C -1.5179 -1.2131 4.2425  1.00
55 C -2.7045 -1.0459 4.9578  -0.70
56 C -3.9160 -0.7750 4.3337  -1.02
57 C -3.9719 -0.6678 2.9521  -1.00
58 C -2.8041 -0.8209 2.2180  -0.23
59 C -1.5778 -1.0816 2.8401  0.68
60 Sb 0.0538 -1.2995 1.4773  -0.99
61 C 1.7335 -0.6666 2.6797  1.89
62 C 2.7223 -1.6114 2.9632  -0.72
63 C 3.8323 -1.2882 3.7318  -1.02
64 C 3.9601 -0.0060 4.2417  -0.88
65 C 2.9696 0.9332 3.9887  -0.98
66 C 1.8521 0.6269 3.2114  0.63
67 C 0.8137 1.6955 2.9909  -0.48
68 C 0.3553 -3.4170 1.6446  1.03
69 C -0.5596 -4.0981 2.4495  -1.27
70 C -0.4678 -5.4700 2.6244  -0.93
71 C 0.5377 -6.1755 1.9761  -0.99
72 C 1.4297 -5.5029 1.1566  -0.81
73 C 1.3544 -4.1223 0.9611  0.94
74 C 2.3248 -3.4820 0.0024  -0.80
75 H -0.5210 -1.9271 6.0034  0.57
76 H 0.3434 -0.6277 5.1790  0.23
77 H 0.3669 -2.2557 4.5165  0.10
78 H -2.6733 -1.1422 6.0392  0.49
79 H -4.8163 -0.6661 4.9281  0.40
80 H -4.9129 -0.4825 2.4458  0.55
81 H -2.8590 -0.7609 1.1336  -0.14
82 H 2.6148 -2.6297 2.6167  0.33
83 H 4.5843 -2.0415 3.9413  0.46
84 H 4.8184 0.2593 4.8496  0.40
85 H 3.0540 1.9297 4.4130  0.46
86 H 0.9130 2.4949 3.7264  0.70
87 H -0.2011 1.2965 3.0703  -0.16
88 H 0.9237 2.1424 2.0021  -0.23
89 H -1.3577 -3.5614 2.9464  0.50
90 H -1.1788 -5.9816 3.2631  0.50
91 H 0.6225 -7.2488 2.1014  0.40
92 H 2.2087 -6.0577 0.6440  0.45
93 H 3.1420 -4.1650 -0.2295  0.62
94 H 2.7637 -2.5691 0.4063  0.00
95 H 1.8174 -3.2261 -0.9293  -0.20
96 F 6.2686 3.8282 -1.3128  -0.38
97 C 5.3182 2.8773 -1.2526  0.36
98 C 4.4748 2.8456 -0.1597  -0.89
99 C 3.4918 1.8667 -0.1066  0.53
100 C 3.3341 0.9354 -1.1350  -0.54
101 C 2.2721 -0.1218 -1.0732  -0.64
102 C 4.2230 0.9941 -2.2077  -0.05
103 C 5.2230 1.9586 -2.2747  -0.99
104 H 4.6012 3.5697 0.6385  0.53
105 H 2.8338 1.8225 0.7595  0.56
106 H 2.3338 -0.6202 -0.1095  -0.53
107 H 2.4256 -0.8773 -1.8465  0.87
108 H 4.1398 0.2634 -3.0076  0.48
109 H 5.9210 2.0003 -3.1031  0.49